{
  "formula": "C5H11N2OPS",
  "method": "the ωB97M-V functional and the def2-TZVPD basis",
  "lumo_ev": 0.58,
  "total_charge": 0,
  "spin_multiplicity": 1,
  "fmax_ha_per_bohr": 0.0895,
  "smiles": "CN(C)P1SCC(=O)N1C",
  "total_energy_ev": -30515.1278,
  "e_homo_ev": -9.0042,
  "symbols": ["C", "C", "C", "C", "C", "N", "N", "O", "P", "S", "H", "H", "H", "H", "H", "H", "H", "H", "H", "H", "H"],
  "xyz": [[2.119, -0.523, -0.287], [2.253, 0.976, -0.541], [0.941, -2.162, 1.037], [-2.686, 0.748, 0.704], [-1.312, 0.530, -1.345], [1.055, -0.822, 0.475], [-1.445, 0.441, 0.097], [2.905, -1.315, -0.848], [-0.156, 0.523, 1.133], [1.094, 2.034, 0.263], [3.302, 1.147, -0.303], [2.213, 1.057, -1.591], [0.842, -1.958, 2.125], [0.088, -2.732, 0.640], [1.858, -2.689, 0.916], [-2.954, 1.878, 0.611], [-3.482, 0.343, 0.137], [-2.730, 0.576, 1.733], [-0.309, 0.393, -1.517], [-2.077, -0.102, -1.770], [-1.520, 1.657, -1.669]]
}



{
  "formula": "C5H11N2S",
  "method": "the ωB97M-V functional and the def2-TZVPD basis",
  "lumo_ev": -3.35,
  "total_charge": 1,
  "spin_multiplicity": 1,
  "fmax_ha_per_bohr": 0.0881,
  "smiles": "C[NH2+][C@@H]1N=C(C)CS1",
  "total_energy_ev": -19170.8537,
  "e_homo_ev": -13.5374,
  "symbols": ["C", "C", "C", "C", "C", "N", "N", "S", "H", "H", "H", "H", "H", "H", "H", "H", "H", "H", "H"],
  "xyz": [[1.255, -0.424, -0.178], [1.856, 0.858, 0.425], [-0.522, 0.921, -0.735], [2.075, -1.616, 0.024], [-2.491, -0.401, 0.118], [0.113, -0.377, -0.682], [-1.742, 0.875, 0.218], [0.686, 2.114, -0.056], [1.910, 0.721, 1.471], [2.815, 0.974, -0.074], [-1.043, 1.135, -1.654], [2.759, -1.221, 0.668], [2.585, -1.840, -0.936], [1.547, -2.606, 0.199], [-3.516, -0.158, 0.024], [-2.032, -0.800, -0.687], [-2.233, -0.979, 0.876], [-1.568, 1.263, 1.136], [-2.455, 1.562, -0.157]]
}



{
  "formula": "C5H11N2S",
  "method": "the ωB97M-V functional and the def2-TZVPD basis",
  "lumo_ev": -3.33,
  "total_charge": 1,
  "spin_multiplicity": 1,
  "fmax_ha_per_bohr": 0.0730,
  "total_energy_ev": -19170.4124,
  "e_homo_ev": -13.2060,
  "symbols": ["C", "C", "C", "C", "C", "N", "N", "S", "H", "H", "H", "H", "H", "H", "H", "H", "H", "H", "H"],
  "xyz": [[-0.143, -0.922, -0.248], [-1.029, 1.535, 0.411], [0.565, 1.259, 0.078], [-1.707, 0.444, -0.382], [2.228, -0.552, 0.110], [0.829, -0.103, 0.072], [0.035, -2.200, -0.464], [-3.282, -0.426, 0.041], [-1.133, 1.522, 1.485], [-1.339, 2.569, 0.135], [0.876, 1.699, -0.953], [1.183, 1.630, 0.888], [-1.774, 0.762, -1.449], [2.422, -1.355, -0.555], [2.857, 0.354, -0.194], [2.663, -0.887, 1.137], [-0.700, -2.726, -0.900], [0.926, -2.736, -0.382], [-3.475, 0.135, 1.170]]
}



Asked for HOMO-LUMO gap across the records above, the calculation gives 9.59 10.19 9.88 eV in order.
Asked for ΔE to the lowest compared entry with this formula, charge and spin across the records above, the calculation gives 0.0 196.1 238.7 kJ/mol in order.